Entry 1:
This record from the OMol25 dataset describes an isolated molecule of C19H27N5O4S. The level of theory is ωB97M-V/def2-TZVPD.

## Properties
ΔE to the lowest compared entry with this formula, charge and spin   73.5 kcal/mol

Last column: Löwdin charge in e.
Positions of all 56 atoms, in Å:
C -3.190 -3.470 -5.944  -0.1057
N -1.785 -3.479 -6.271  -0.3367
C -1.279 -2.238 -6.804  -0.1057
S -0.825 -4.136 -5.083  0.6259
O 0.518 -4.129 -5.567  -0.2669
O -1.422 -5.371 -4.685  -0.2666
N -0.957 -3.030 -3.819  -0.2207
C -1.668 -3.475 -2.641  -0.1958
C -2.138 -2.259 -1.848  -0.0961
C -0.937 -1.391 -1.467  -0.3339
O -1.447 -0.248 -0.802  -0.0084
C -0.640 0.516 -0.020  -0.2499
C 0.705 0.277 0.245  -0.0120
C 1.410 1.123 1.084  -0.0263
C 0.799 2.226 1.666  -0.1443
C 1.512 3.186 2.556  -0.4582
O 1.184 4.354 2.646  0.0611
N 2.561 2.665 3.241  0.0696
C 3.288 3.447 4.225  -0.1332
C 2.739 3.245 5.600  -0.2029
C 3.218 2.415 6.626  -0.1177
N 2.431 2.471 7.684  0.0640
N 1.449 3.308 7.371  -0.2213
C 0.411 3.600 8.317  -0.0232
C 1.589 3.800 6.126  -0.0186
C -0.542 2.475 1.376  -0.0071
C -1.254 1.632 0.556  0.0123
C -0.166 -1.011 -2.737  -0.0975
C 0.233 -2.276 -3.492  -0.1944
H -3.769 -3.333 -6.857  0.0935
H -3.426 -4.437 -5.507  0.0805
H -3.440 -2.673 -5.233  0.0868
H -1.762 -2.034 -7.759  0.0936
H -0.211 -2.365 -6.959  0.0806
H -1.456 -1.397 -6.122  0.0865
H -1.022 -4.105 -2.012  0.1356
H -2.511 -4.080 -2.972  0.1149
H -2.664 -2.577 -0.948  0.1271
H -2.820 -1.658 -2.451  0.1258
H -0.286 -1.964 -0.790  0.1521
H 1.222 -0.562 -0.195  0.1051
H 2.460 0.926 1.250  0.1122
H 2.668 1.664 3.286  0.1333
H 4.343 3.163 4.190  0.1224
H 3.176 4.493 3.928  0.1236
H 4.095 1.799 6.634  0.1023
H 0.606 3.014 9.213  0.0876
H 0.409 4.662 8.571  0.0890
H -0.566 3.331 7.911  0.0890
H 0.893 4.490 5.695  0.1302
H -1.008 3.347 1.811  0.1200
H -2.294 1.812 0.335  0.1200
H 0.722 -0.427 -2.492  0.1171
H -0.817 -0.397 -3.362  0.1293
H 0.918 -2.879 -2.876  0.1366
H 0.741 -2.037 -4.425  0.1155

=====

Entry 2:
This record from the OMol25 dataset describes a structure of composition C19H27NO3. The level of theory is ωB97M-V/def2-TZVPD.

## Properties
ΔE to the lowest compared entry with this formula, charge and spin   419.1 kcal/mol

Last column: Löwdin charge in e.
Positions of all 50 atoms, in Å:
C -0.695 3.779 -2.146  -0.0765
C -0.374 2.412 -1.462  -0.2556
C 0.107 1.186 -2.300  -0.2053
C -1.018 0.759 -3.193  -0.2263
H -0.584 0.736 -4.369  0.1792
C -1.602 -0.470 -2.689  -0.3127
C -2.219 -0.378 -1.216  -0.0606
C -2.562 -1.926 -0.903  -0.1698
H -3.392 -2.109 -1.567  0.0956
H -3.143 -1.891 0.062  0.1137
C -1.604 -3.107 -0.833  -0.1878
C -0.309 -2.961 0.020  -0.4626
O 0.666 -3.377 -0.535  0.0794
N -0.720 -2.464 1.214  0.1018
H -1.442 -1.903 1.244  0.0568
C 0.282 -2.059 2.152  -0.1196
C 0.814 -0.673 1.800  -0.1346
C 1.778 -0.423 0.942  -0.1806
C 2.374 0.628 0.691  0.0821
C 1.750 1.809 1.574  -0.2839
C 0.978 1.571 2.448  -0.2296
C 0.329 0.343 2.900  0.2134
H -0.352 0.048 3.586  0.0742
O 0.432 2.771 3.227  -0.0511
C 1.582 3.578 2.485  -0.1637
O 2.111 3.054 1.426  0.0724
H 0.613 4.576 1.852  0.2023
H 2.018 4.085 3.290  0.1017
H 2.986 1.085 -0.016  0.1135
H 2.123 -1.310 0.311  0.1618
H 1.220 -2.974 1.928  0.2157
H 0.115 -2.290 3.047  0.0264
C -1.151 -3.096 -2.438  -0.0844
C -0.531 -1.605 -2.926  -0.0710
H 0.328 -1.443 -2.225  0.1143
H -0.183 -1.878 -3.720  -0.0063
H -0.221 -3.877 -2.629  0.1441
H -2.183 -3.260 -3.016  0.1306
H -2.141 -4.003 -0.762  0.1160
H -2.845 0.252 -0.932  0.0378
H -1.446 -0.312 -0.586  0.0504
H -2.551 -0.707 -3.104  0.1188
H -1.845 1.599 -3.116  0.1423
H 0.881 1.862 -2.998  0.1618
H 0.676 0.617 -1.581  0.0775
H -1.268 2.152 -0.944  0.0838
H 0.386 2.738 -0.764  0.0823
H -1.025 4.597 -1.643  0.0345
H -1.288 3.558 -2.872  -0.0166
H 0.314 4.196 -2.546  0.1143

=====

Entry 3:
This record from the OMol25 dataset describes a structure of composition C19H27NOP2Tl. The level of theory is ωB97M-V/def2-TZVPD.

## Properties
Total charge   +1
Electronic energy   -46944.96596 eV

Last column: Löwdin charge in e.
Positions of all 51 atoms, in Å:
C -1.520 3.238 -3.762  -0.0325
C -1.268 1.923 -3.393  -0.2253
C 0.070 1.428 -3.507  -0.1885
C 1.170 2.297 -3.874  -0.1310
C 0.824 3.624 -4.273  -0.0119
C -0.487 4.084 -4.199  -0.0553
C 2.470 1.752 -3.841  0.0589
C 2.663 0.360 -3.759  -0.1286
C 1.507 -0.452 -3.433  -0.1945
C 1.636 -1.867 -3.241  -0.2157
C 2.878 -2.453 -3.435  -0.0317
C 3.988 -1.687 -3.824  -0.0554
C 3.886 -0.319 -4.002  -0.0122
H -2.549 3.595 -3.754  0.1214
H 1.602 4.293 -4.650  0.1201
H -0.739 5.098 -4.526  0.1161
H 3.324 2.417 -4.002  0.1331
H 2.964 -3.536 -3.336  0.1225
H 4.922 -2.200 -4.040  0.1132
H 4.748 0.254 -4.332  0.1198
N 0.300 0.127 -3.203  0.0813
Tl 0.086 -0.073 -0.348  0.4684
C -2.384 1.024 -2.908  -0.2913
H -2.317 0.019 -3.348  0.0898
H -3.356 1.460 -3.179  0.0978
C 0.420 -2.711 -2.852  -0.2943
H -0.476 -2.380 -3.402  0.0933
H 0.611 -3.761 -3.121  0.0998
P -2.362 0.814 -1.070  0.7228
P 0.040 -2.622 -1.072  0.7085
C 1.389 -3.539 -0.271  -0.2451
H 1.286 -3.439 0.818  0.0470
H 1.404 -4.607 -0.518  0.0597
H 2.361 -3.114 -0.556  0.0506
C -1.528 -3.501 -0.781  -0.2523
H -1.428 -4.587 -0.930  0.0550
H -1.852 -3.314 0.257  0.0393
H -2.309 -3.132 -1.467  0.0428
C -2.715 2.516 -0.511  -0.2515
H -3.658 2.907 -0.918  0.0604
H -2.774 2.525 0.586  0.0501
H -1.908 3.195 -0.812  0.0501
C -3.854 -0.158 -0.676  -0.2548
H -3.940 -0.251 0.418  0.0460
H -4.757 0.328 -1.076  0.0568
H -3.776 -1.166 -1.112  0.0369
H 3.284 3.364 -1.205  0.0344
H 2.851 2.870 -0.822  0.0224
O -1.199 -1.153 1.856  -0.1819
H -0.661 -1.620 2.520  0.0677
H -1.941 -0.782 2.372  0.0679

=====

Entry 4:
This record from the OMol25 dataset describes an isolated molecule of C19H27NOS. The level of theory is ωB97M-V/def2-TZVPD.

## Properties
ΔE to the lowest compared entry with this formula, charge and spin   3.2 kcal/mol

Last column: Löwdin charge in e.
Positions of all 49 atoms, in Å:
C -1.736 4.684 4.387  -0.0551
C -1.326 4.144 3.051  -0.2859
C -2.046 3.130 2.435  -0.0409
C -1.669 2.644 1.195  -0.0446
C -0.564 3.168 0.538  -0.3160
C -0.149 2.636 -0.793  -0.4069
S 1.592 2.066 -0.803  0.8675
C 1.608 0.939 0.634  -0.4554
C 0.557 -0.164 0.565  -0.1493
C 0.332 -0.716 -0.839  -0.5469
O -0.770 -0.741 -1.349  0.0442
N 1.446 -1.150 -1.456  0.0588
C 1.417 -1.822 -2.732  -0.1605
C 1.608 -3.339 -2.561  -0.1360
C 0.595 -3.887 -1.593  -0.2602
C 0.923 -4.182 -0.342  -0.0663
C -0.047 -4.661 0.694  -0.1963
C -1.488 -4.402 0.265  -0.2012
C -1.675 -4.858 -1.177  -0.1928
C -0.817 -3.991 -2.093  -0.1532
C 0.158 4.185 1.152  -0.0563
C -0.218 4.665 2.390  -0.0416
H -2.426 4.008 4.886  0.0733
H -0.868 4.837 5.025  0.0777
H -2.232 5.648 4.263  0.0832
H -2.911 2.712 2.930  0.1094
H -2.246 1.857 0.728  0.1164
H -0.167 3.415 -1.557  0.0832
H -0.775 1.804 -1.115  0.0655
H 2.622 0.539 0.640  0.0656
H 1.468 1.544 1.531  0.0748
H -0.402 0.217 0.920  0.1025
H 0.853 -0.990 1.219  0.1195
H 2.319 -1.153 -0.955  0.1420
H 2.201 -1.411 -3.375  0.1212
H 0.443 -1.611 -3.176  0.1211
H 2.618 -3.532 -2.192  0.1101
H 1.503 -3.813 -3.538  0.1144
H 1.953 -4.099 -0.016  0.1062
H 0.107 -5.734 0.857  0.1127
H 0.161 -4.163 1.646  0.1054
H -1.700 -3.333 0.328  0.1135
H -2.177 -4.927 0.929  0.1070
H -1.374 -5.904 -1.268  0.1166
H -2.724 -4.779 -1.468  0.1089
H -1.243 -2.984 -2.138  0.1070
H -0.819 -4.395 -3.109  0.1191
H 1.026 4.591 0.652  0.1064
H 0.354 5.456 2.855  0.1122

=====

Entry 5:
This record from the OMol25 dataset describes a cluster of 9 separate species, C19H28BF5N2O21 in total. The level of theory is ωB97M-V/def2-TZVPD.

## Properties
ΔE to the lowest compared entry with this formula, charge and spin   0.0 kcal/mol
Total charge   -2

Last column: Löwdin charge in e.
Positions of all 76 atoms, in Å:
B -1.775 4.046 2.692  -0.4773
H -2.750 4.312 2.015  -0.0732
H -0.905 4.824 2.355  -0.0750
H -1.970 4.243 3.872  -0.0841
H -1.427 2.906 2.519  -0.0706
C 0.786 -0.305 0.344  -0.0296
C 0.925 0.564 1.593  -0.7717
O 1.582 1.631 1.438  -0.0857
O 0.343 0.177 2.622  -0.0593
H 0.605 -1.370 0.539  0.0387
H 1.690 -0.332 -0.271  0.0380
H -0.060 0.040 -0.255  0.0583
C 5.800 2.054 1.148  -0.0344
C 4.645 1.840 0.178  -0.2890
O 4.561 0.463 0.012  0.1203
C 5.485 -0.160 0.790  -0.5371
O 5.616 -1.341 0.842  0.1562
O 6.141 0.726 1.550  0.0837
F 4.948 2.426 -1.036  0.0392
H 5.440 2.605 2.017  0.1401
H 6.645 2.600 0.734  0.1345
H 3.696 2.273 0.498  0.1525
C -4.432 -0.206 -1.958  -0.0515
C -3.407 -1.315 -1.696  -0.3184
O -4.170 -2.324 -1.138  0.1121
C -5.275 -1.771 -0.530  -0.5326
O -5.982 -2.307 0.247  0.1919
O -5.468 -0.532 -1.034  0.0726
F -2.476 -0.894 -0.790  0.0655
H -4.779 -0.249 -2.992  0.1333
H -4.038 0.782 -1.730  0.1215
H -2.941 -1.629 -2.628  0.1657
C -1.377 -2.976 1.765  -0.0718
C -2.050 -4.032 0.908  -0.3086
O -3.353 -3.922 1.407  0.1131
C -3.301 -3.504 2.719  -0.5416
O -4.226 -3.559 3.455  0.1759
O -2.045 -3.106 3.017  0.0918
F -1.551 -5.301 1.099  0.0437
H -1.559 -2.020 1.271  0.1200
H -0.311 -3.131 1.893  0.1333
H -1.888 -3.800 -0.141  0.1609
C -1.532 4.111 -0.648  -0.0529
C -0.711 2.861 -0.934  -0.2569
O 0.194 3.299 -1.918  0.1180
C -0.302 4.414 -2.516  -0.5735
O 0.152 4.896 -3.508  0.1364
O -1.358 4.883 -1.849  0.0771
F -1.519 1.924 -1.568  0.0165
H -1.204 4.715 0.195  0.0944
H -2.564 3.814 -0.477  0.1220
H -0.263 2.419 -0.046  0.1477
C 3.122 -3.125 -0.221  -0.0465
C 2.552 -4.526 -0.372  -0.2898
O 2.710 -4.794 -1.728  0.1242
C 2.858 -3.605 -2.405  -0.5387
O 2.933 -3.518 -3.584  0.1771
O 2.884 -2.590 -1.527  0.0681
F 1.188 -4.507 -0.133  0.0405
H 4.199 -3.181 -0.057  0.1273
H 2.643 -2.517 0.540  0.1355
H 2.992 -5.261 0.294  0.1654
C 2.654 0.452 -2.726  0.0545
N 3.387 1.219 -3.777  -0.4441
O 4.090 0.586 -4.545  0.0338
O 3.330 2.428 -3.748  0.0707
H 3.367 0.307 -1.924  0.0742
H 2.348 -0.460 -3.228  0.0915
H 1.787 1.008 -2.387  0.0922
C -3.210 0.687 2.691  0.0584
N -4.113 1.173 1.604  -0.4085
O -5.311 1.189 1.850  0.0405
O -3.627 1.579 0.567  0.0392
H -2.195 0.903 2.370  0.0616
H -3.407 -0.384 2.749  0.0883
H -3.466 1.174 3.623  0.1048

=====

Number 1: largest force on an atom 0.0194 hartree/bohr. Number 2: largest force on an atom 0.3850 hartree/bohr. Number 3: largest force on an atom 0.0388 hartree/bohr. Number 4: largest force on an atom 0.0141 hartree/bohr. Number 5: largest force on an atom 0.0291 hartree/bohr.